# 1
{
  "formula": "C5H17NO2",
  "method": "the ωB97M-V functional and the def2-TZVPD basis",
  "e_tot_ha": -405.90680,
  "homo_lumo_gap_ev": 8.64,
  "smiles": "CC(C)N(C)C.O.O",
  "relative_energy_kcal_mol": 22.4,
  "species": ["O", "O", "N", "C", "C", "C", "C", "C", "H", "H", "H", "H", "H", "H", "H", "H", "H", "H", "H", "H", "H", "H", "H", "H", "H"],
  "coordinates": [[1.067546, 1.781343, 2.986691], [0.607583, -1.075672, 2.991760], [-0.008761, -0.834121, -1.225825], [1.336959, -0.720075, -0.654202], [-0.786579, 0.407645, -1.386468], [-1.052756, 1.177065, -0.071165], [-0.191488, 1.289201, -2.447948], [-0.745673, -1.886942, -0.574226], [-2.033258, 1.642875, -0.171191], [0.271306, 0.780739, -3.292693], [-0.911443, 2.030133, -2.797370], [-0.347876, 1.998022, 0.073458], [1.744130, 1.275785, 2.531724], [0.645717, 1.837059, -2.017752], [1.825852, 0.163106, -1.070969], [1.873219, -1.616357, -0.978245], [1.332371, -0.625985, 0.441900], [-1.691895, -1.996839, -1.108925], [-1.062784, 0.487256, 0.773108], [1.031295, -1.240496, 3.839183], [-1.004883, -1.753917, 0.490581], [-1.754601, -0.003294, -1.655121], [-0.238909, -1.541795, 3.025570], [0.274089, 1.238793, 2.972748], [-0.179157, -2.813534, -0.674623]],
  "forces_ev_per_a": [[0.0, 0.6, 0.2], [-0.3, -0.1, -0.1], [0.5, 0.3, 0.4], [-0.6, 0.3, -0.5], [0.1, -1.1, 0.9], [0.0, 0.2, -0.7], [0.5, 0.6, -0.1], [-0.3, -0.1, -0.5], [-0.1, 0.0, 0.3], [-0.5, -0.4, -0.1], [0.0, 0.0, -0.1], [0.2, -0.3, 0.3], [-0.1, -0.2, -0.1], [0.0, 0.3, 0.2], [0.1, -0.1, 0.0], [0.2, 0.2, 0.3], [0.1, -0.1, 0.0], [0.0, -0.2, 0.1], [0.0, 0.2, 0.1], [0.0, 0.0, 0.1], [0.3, 0.2, 0.0], [-0.3, 0.2, -0.6], [0.3, 0.0, 0.0], [0.2, -0.2, -0.1], [-0.1, -0.1, 0.1]],
  "lowdin_charge": [-0.07, -0.06, -0.25, -0.08, -0.44, -0.05, -0.07, -0.12, 0.08, 0.08, 0.08, 0.07, 0.02, 0.07, 0.08, 0.08, 0.06, 0.08, 0.06, 0.05, 0.07, 0.12, 0.05, 0.01, 0.08]
}

# 2
{
  "formula": "C2H5N4",
  "method": "the ωB97M-V functional and the def2-TZVPD basis",
  "e_tot_ha": -297.73470,
  "homo_lumo_gap_ev": [7.52, 8.67],
  "charge": 1,
  "relative_energy_kcal_mol": 137.3,
  "species": ["N", "N", "N", "N", "C", "C", "H", "H", "H", "H", "H"],
  "coordinates": [[-1.984565, -0.705154, -0.240023], [0.063203, 0.395629, -0.365466], [1.017692, 1.162476, -0.200636], [4.012865, -0.623236, 0.163508], [2.989443, -0.128647, 0.177060], [-0.983683, -0.057221, 0.317155], [-1.240508, 0.301365, 1.337423], [-2.220824, -1.230515, -1.132004], [-2.778549, -0.492093, 0.352658], [1.017539, 1.530495, 0.799946], [0.107392, -0.153104, -1.209623]],
  "forces_ev_per_a": [[-1.1, -0.4, 0.0], [-3.2, -4.5, -1.8], [4.5, 2.7, 3.2], [2.3, -1.2, 0.0], [-3.3, 1.9, -0.1], [-1.0, 1.2, 1.0], [0.8, 0.0, -0.7], [1.2, 1.2, 1.3], [-0.6, -1.0, -0.3], [0.1, -0.2, -1.4], [0.3, 0.3, -1.2]],
  "lowdin_charge": [0.20, -0.08, 0.15, 0.05, -0.09, -0.07, 0.19, 0.20, 0.14, 0.14, 0.18]
}

# 3
{
  "formula": "C2H3N3O2",
  "method": "the ωB97M-V functional and the def2-TZVPD basis",
  "e_tot_ha": -392.66776,
  "homo_lumo_gap_ev": 9.88,
  "relative_energy_kcal_mol": 78.9,
  "species": ["O", "O", "N", "N", "N", "C", "C", "H", "H", "H"],
  "coordinates": [[-3.110774, -0.835761, 1.560750], [0.066393, 1.487214, -0.552648], [1.511244, 1.797905, -1.435315], [1.127843, -0.618708, -0.996525], [-0.772368, -0.403178, 1.379409], [-1.981074, -0.561338, 1.460368], [0.996500, 0.708291, -1.033112], [-0.375523, 0.517931, 1.222387], [2.019662, -1.017198, -1.250089], [0.563247, -1.104072, -0.306400]],
  "forces_ev_per_a": [[0.8, 0.2, -0.1], [0.0, 0.0, 0.0], [-0.1, -0.4, 0.1], [0.1, 0.1, 0.1], [-0.6, -0.2, 0.1], [-0.3, -0.1, 0.1], [0.2, 0.2, -0.1], [-0.1, 0.1, 0.0], [-0.2, 0.1, 0.0], [0.1, 0.1, -0.1]],
  "lowdin_charge": [0.17, 0.00, 0.26, 0.19, 0.16, -0.36, -0.69, 0.07, 0.12, 0.08]
}

# 4
{
  "formula": "C19H31F3N10O3PRhS3",
  "method": "the ωB97M-V functional and the def2-TZVPD basis",
  "e_tot_ha": -3461.53991,
  "homo_lumo_gap_ev": [6.91, 7.11],
  "charge": 2,
  "relative_energy_kcal_mol": 75.9,
  "species": ["Rh", "S", "S", "S", "P", "F", "F", "F", "O", "O", "O", "N", "N", "N", "N", "N", "N", "N", "N", "N", "N", "C", "C", "C", "C", "C", "C", "C", "C", "C", "C", "C", "C", "C", "C", "C", "C", "C", "C", "C", "H", "H", "H", "H", "H", "H", "H", "H", "H", "H", "H", "H", "H", "H", "H", "H", "H", "H", "H", "H", "H", "H", "H", "H", "H", "H", "H", "H", "H", "H", "H"],
  "coordinates": [[1.302901, 0.211732, -0.404876], [3.493862, 0.330078, -1.939337], [0.362827, 2.673312, -1.387074], [0.491048, -0.695736, -2.624886], [1.511493, -1.543815, 2.997918], [-0.420536, 4.150183, 0.629296], [-1.581352, 4.387069, -1.183055], [0.368350, 5.314986, -1.010814], [0.341836, 2.789218, -2.816811], [-0.543123, 1.651919, -0.867413], [1.693823, 2.547127, -0.795328], [1.822977, 1.014260, 1.814543], [-1.232779, -1.910521, 2.506946], [5.942245, 1.161271, -1.639462], [-1.426214, 0.851995, -3.534135], [-2.032927, -1.351700, -3.136093], [-0.208228, -0.925701, 0.838448], [3.445959, -3.111268, 1.739506], [2.528164, -1.665494, 0.355332], [2.108291, 1.008562, 3.998236], [4.458994, 1.818599, 0.008408], [-2.732577, 1.113249, -5.603504], [2.217955, 0.576217, 5.364415], [2.037026, 2.286675, 2.226188], [3.971980, -3.342093, 0.510429], [2.567792, -2.088104, 1.613966], [-2.685312, 1.314826, -4.092673], [-0.353919, 4.248822, -0.698159], [2.217164, 2.294831, 3.582541], [-2.174328, -1.611796, 1.577441], [4.715123, 1.189441, -1.130845], [-1.146983, -0.363783, -3.119779], [1.859751, 0.252730, 2.901384], [-1.384112, -3.589066, -3.965193], [-1.767177, -2.728246, -2.766264], [3.392622, -2.440796, -0.340439], [-0.045084, -1.473743, 2.034237], [3.770187, -3.842527, 2.936176], [-1.450221, -2.557068, 3.771989], [-1.524545, -0.992661, 0.543620], [-0.493628, -3.199310, -4.449854], [-1.941426, 1.680557, -6.083892], [2.406834, 3.103422, 4.258151], [-0.957340, -2.724132, -2.032386], [-2.487552, -2.873024, 3.841940], [3.540809, -2.317047, -1.393822], [-2.927111, -1.176100, -3.574427], [4.701468, -4.106164, 0.328446], [6.098514, 0.698785, -2.521047], [-1.920677, -0.564192, -0.354651], [3.449786, -3.281739, 3.814836], [5.153094, 2.396906, 0.455486], [2.282623, -0.510374, 5.405373], [6.702681, 1.689235, -1.239709], [-3.682922, 1.467818, -5.989285], [-2.759990, 2.378650, -3.867660], [2.004652, 3.114692, 1.545620], [3.113433, 1.001521, 5.815920], [4.846960, -4.007484, 2.987918], [-2.188788, -3.630713, -4.693996], [-0.702694, 1.573569, -3.433262], [3.273407, -4.815151, 2.938798], [1.349570, 0.906215, 5.937181], [3.487245, 1.953058, 0.261015], [-0.803938, -3.429805, 3.869534], [-1.181673, -4.603296, -3.634322], [-2.670833, -3.123303, -2.296781], [-3.207429, -1.864560, 1.700608], [-2.616427, 0.065900, -5.868116], [-1.242699, -1.870145, 4.593211], [-3.519396, 0.809626, -3.599944]],
  "forces_ev_per_a": [[0.5, -4.1, 1.4], [-1.3, 0.2, 0.1], [0.4, 1.5, -0.2], [1.7, -0.3, 1.1], [-0.1, 0.4, -0.7], [0.1, -0.1, 0.0], [0.0, 0.0, 0.0], [0.0, -0.3, -0.1], [0.1, 0.4, -0.2], [0.4, -0.7, 0.7], [-0.4, 0.8, 0.0], [-0.2, -0.7, -1.1], [0.4, 0.3, -0.6], [0.1, 0.1, 0.0], [-0.1, -0.2, 0.0], [-0.3, 0.4, -0.2], [0.6, 1.2, -0.7], [-0.3, 0.6, -0.4], [-0.8, 1.2, -0.4], [-0.1, 0.0, -0.8], [0.1, 0.2, 0.1], [-0.1, 0.0, 0.2], [0.0, -0.2, 0.8], [0.0, 0.4, 0.3], [0.0, 0.1, -0.5], [-0.4, 0.1, 0.5], [-0.2, -0.1, -0.3], [0.0, -0.1, -0.1], [0.0, 0.3, -0.4], [-0.2, 0.1, -0.5], [-0.2, -0.2, 0.2], [-0.1, 0.9, 0.3], [0.0, -0.6, 0.1], [-0.1, 0.1, 0.2], [0.2, -0.7, 0.1], [0.3, -0.4, -0.2], [0.6, 0.0, 0.3], [0.1, -0.5, 0.6], [-0.1, -0.3, 0.8], [-0.5, -0.1, 0.1], [0.1, 0.0, -0.1], [0.1, 0.0, -0.1], [0.0, 0.2, 0.2], [-0.3, 0.0, -0.1], [0.0, 0.0, 0.0], [0.1, 0.0, -0.1], [0.1, 0.1, -0.1], [0.1, -0.1, 0.0], [0.0, 0.0, 0.1], [-0.1, 0.0, -0.1], [0.1, -0.1, -0.1], [0.0, 0.0, 0.0], [0.0, 0.1, 0.0], [0.0, 0.0, 0.0], [-0.1, 0.0, -0.1], [0.0, -0.1, 0.1], [0.0, 0.1, -0.1], [0.0, 0.0, -0.1], [-0.1, 0.1, 0.0], [-0.1, 0.0, -0.1], [0.0, -0.4, 0.0], [0.0, 0.1, 0.0], [0.0, -0.1, 0.0], [0.3, 0.0, -0.1], [-0.1, 0.0, 0.0], [0.0, -0.1, 0.0], [0.1, 0.1, 0.0], [-0.2, 0.0, 0.1], [0.0, -0.1, -0.1], [0.0, 0.0, 0.0], [0.0, 0.1, 0.1]],
  "lowdin_charge": [0.83, 0.74, 0.49, 0.72, 1.20, 0.14, 0.16, 0.17, -0.26, -0.36, -0.41, 0.02, -0.12, 0.13, 0.02, 0.03, -0.01, -0.12, 0.00, -0.12, 0.14, -0.06, -0.01, -0.12, -0.02, -0.44, -0.20, -0.66, -0.02, -0.01, -0.83, -0.69, -0.43, -0.06, -0.27, -0.14, -0.43, -0.01, -0.01, -0.10, 0.07, 0.09, 0.14, 0.07, 0.11, 0.07, 0.15, 0.14, 0.11, 0.10, 0.07, 0.13, 0.06, 0.13, 0.09, 0.13, 0.10, 0.11, 0.11, 0.08, 0.07, 0.11, 0.11, 0.03, 0.10, 0.08, 0.13, 0.13, 0.07, 0.10, 0.12]
}

What did the second record say?
{
  "formula": "C2H5N4",
  "method": "the ωB97M-V functional and the def2-TZVPD basis",
  "e_tot_ha": -297.73470,
  "homo_lumo_gap_ev": [7.52, 8.67],
  "charge": 1,
  "relative_energy_kcal_mol": 137.3,
  "species": ["N", "N", "N", "N", "C", "C", "H", "H", "H", "H", "H"],
  "coordinates": [[-1.984565, -0.705154, -0.240023], [0.063203, 0.395629, -0.365466], [1.017692, 1.162476, -0.200636], [4.012865, -0.623236, 0.163508], [2.989443, -0.128647, 0.177060], [-0.983683, -0.057221, 0.317155], [-1.240508, 0.301365, 1.337423], [-2.220824, -1.230515, -1.132004], [-2.778549, -0.492093, 0.352658], [1.017539, 1.530495, 0.799946], [0.107392, -0.153104, -1.209623]],
  "forces_ev_per_a": [[-1.1, -0.4, 0.0], [-3.2, -4.5, -1.8], [4.5, 2.7, 3.2], [2.3, -1.2, 0.0], [-3.3, 1.9, -0.1], [-1.0, 1.2, 1.0], [0.8, 0.0, -0.7], [1.2, 1.2, 1.3], [-0.6, -1.0, -0.3], [0.1, -0.2, -1.4], [0.3, 0.3, -1.2]],
  "lowdin_charge": [0.20, -0.08, 0.15, 0.05, -0.09, -0.07, 0.19, 0.20, 0.14, 0.14, 0.18]
}